--- 1 ---
Density functional theory data (ωB97M-V/def2-TZVPD) for a cluster of 2 separate species, C14H16O in total.

The calculation puts the HOMO-LUMO gap (alpha / beta) at 2.38 / 6.67 eV. The value obtained for the LUMO energy (alpha / beta) is 0.1134 / 0.1132 hartree. Its net charge is -1. The expectation value of S² is 0.7608. As for the spin multiplicity: 2.

Last column: natural (NBO) charge in e.
CARTESIAN COORDINATES (ANGSTROEM)
1 C 0.10988 4.49954 -2.47976  -0.624
2 C 0.15348 0.54194 -0.79476  -0.206
3 C 0.28342 0.69540 -2.16420  -0.217
4 C 0.23679 1.66191 0.04864  -0.195
5 C 0.34036 1.98600 -2.70881  -0.222
6 C 0.30006 2.92665 -0.51880  -0.226
7 C 0.14635 3.10967 -1.89780  -0.045
8 H 0.35101 -0.41395 -0.35084  0.258
9 H 0.45900 -0.11026 -2.84689  0.208
10 H 0.45807 1.59077 1.11037  0.214
11 H 0.35972 2.18706 -3.77522  0.191
12 H 0.46215 3.82667 0.07191  0.191
13 H -0.88129 4.94286 -2.32312  0.209
14 H 0.33730 4.52516 -3.54475  0.204
15 H 0.84271 5.17179 -2.03655  0.206
16 C 1.90270 -1.63905 2.52443  -0.626
17 C -0.57484 -2.15430 2.65878  -0.338
18 C 0.61992 -2.17043 1.94691  -0.045
19 C -1.79243 -2.49281 2.01316  -0.461
20 C -1.78378 -2.81745 0.66240  0.310
21 C 0.61822 -2.51904 0.58703  -0.395
22 C -0.61167 -2.85239 -0.05605  -0.420
23 O -2.92953 -3.25723 0.03560  -0.709
24 H -0.53729 -1.93025 3.70137  0.177
25 H -2.76386 -2.49671 2.50601  0.167
26 H 1.97083 -1.72861 3.61662  0.188
27 H 2.00190 -0.56534 2.36856  0.195
28 H 1.46497 -2.29122 0.00509  0.174
29 H -3.70115 -3.01661 0.51053  0.458
30 H -0.61949 -2.99591 -1.12731  0.186
31 H 2.77650 -2.21387 2.25741  0.194

--- 2 ---
Density functional theory data (ωB97M-V/def2-TZVPD) for a cluster of 2 separate species, C14H16O in total.

The calculation puts the HOMO-LUMO gap (alpha / beta) at 2.73 / 6.84 eV. The value obtained for the LUMO energy (alpha / beta) is 0.1229 / 0.1205 hartree. Its net charge is -1. The expectation value of S² is 0.7610. As for the spin multiplicity: 2.

Last column: natural (NBO) charge in e.
CARTESIAN COORDINATES (ANGSTROEM)
1 C -1.06084 2.37085 -2.47145  -0.634
2 C -1.75676 2.43782 1.24590  -0.218
3 C -1.93401 2.53223 -0.11655  -0.223
4 C -0.49880 2.05524 1.73370  -0.224
5 C -0.87006 2.28561 -0.99409  -0.042
6 C 0.49113 1.60935 0.87165  -0.185
7 C 0.32142 1.76981 -0.48910  -0.186
8 H -2.46091 2.85026 1.95573  0.198
9 H -2.87926 2.81015 -0.57007  0.194
10 H -0.44002 1.80521 2.78808  0.204
11 H 1.32863 1.11488 1.33299  0.241
12 H -1.50693 3.32192 -2.82159  0.198
13 H -1.69136 1.67838 -3.04147  0.219
14 H 1.11955 1.56976 -1.19778  0.213
15 H -0.09972 2.40361 -2.99184  0.211
16 C -1.59258 -2.11961 -0.54762  -0.627
17 C 2.25818 -2.22681 -0.33705  -0.489
18 C 0.90352 -2.23366 -0.84367  -0.336
19 C 2.42135 -1.95260 1.02625  0.281
20 C -0.19007 -2.02263 -0.02619  -0.041
21 C 1.35967 -1.67498 1.85443  -0.407
22 C 0.02191 -1.86438 1.35083  -0.389
23 O 3.71617 -1.70454 1.49992  -0.720
24 H 3.02570 -2.43895 -1.07447  0.181
25 H 0.72825 -2.66500 -1.81119  0.173
26 H 4.30254 -2.20320 0.91646  0.455
27 H 1.62018 -1.60386 2.90177  0.190
28 H -1.57710 -2.49139 -1.57763  0.194
29 H -2.01263 -1.12290 -0.76068  0.197
30 H -0.76381 -1.65809 2.07491  0.178
31 H -2.28333 -2.63246 0.11979  0.197

Computed stability ranking, most favorable first: 1, 2

--- 1 ---
Density functional theory data (ωB97M-V/def2-TZVPD) for a cluster of 2 separate species, C9H10N2S in total.

The calculation puts the HOMO-LUMO gap (alpha / beta) at 8.05 / 8.04 eV. The value obtained for the LUMO energy (alpha / beta) is -0.0090 / -0.0091 hartree.

Last column: natural (NBO) charge in e.
CARTESIAN COORDINATES (ANGSTROEM)
1 C -1.14494 2.33614 -0.23813  0.398
2 C 3.16383 -0.31807 -0.33598  -0.230
3 C 2.54041 0.45113 0.64668  -0.191
4 C 2.50513 -0.40296 -1.56282  -0.192
5 C 1.30113 1.05887 0.43150  -0.245
6 C 1.36474 0.29824 -1.83110  -0.247
7 C 0.70641 0.97231 -0.84552  0.145
8 C -2.79295 -0.39730 1.20716  -0.754
9 C -1.86915 -0.02677 -1.28729  -0.344
10 N -1.85087 3.02561 0.37194  -0.439
11 N -0.58045 1.53996 -1.07199  -0.546
12 S -1.62654 -1.12752 0.03034  0.352
13 H 4.04622 -0.80549 0.07081  0.223
14 H 2.96803 0.37744 1.60931  0.208
15 H 2.93537 -1.01998 -2.30873  0.211
16 H 0.60496 1.46737 1.21890  0.228
17 H 0.97523 0.24852 -2.90227  0.221
18 H -3.70186 -0.44355 0.61273  0.230
19 H -2.28158 0.52457 1.41887  0.253
20 H -3.01510 -0.75805 2.16275  0.251
21 H -1.64947 -0.11465 -2.30578  0.241
22 H -2.68709 0.64618 -1.09336  0.227

--- 2 ---
Density functional theory data (ωB97M-V/def2-TZVPD) for an isolated molecule of C9H10N2S.

The calculation puts the HOMO-LUMO gap at 9.62 eV. The value obtained for the LUMO energy is 0.0038 hartree. The SMILES is N#C[C@@H]1C[C@@H]2C[C@H]1C[C@@H]2N=C=S.

Last column: natural (NBO) charge in e.
CARTESIAN COORDINATES (ANGSTROEM)
1 N -3.77850 -1.18259 -0.35158  -0.339
2 C -2.61962 -1.03137 -0.49950  0.297
3 C -1.17906 -0.83017 -0.59217  -0.350
4 C -0.50411 -1.23116 0.78706  -0.388
5 C 0.14342 0.12318 1.15026  -0.232
6 C -0.94838 1.06321 0.75374  -0.413
7 C -0.95566 0.67049 -0.70521  -0.203
8 C 0.49413 0.88904 -1.05650  -0.428
9 C 1.25571 0.45033 0.14594  -0.049
10 N 2.10346 -0.69529 -0.15815  -0.493
11 C 3.33749 -0.56729 -0.20622  0.264
12 S 4.94497 -0.60342 -0.17663  0.026
13 H -0.83731 -1.37627 -1.47662  0.256
14 H -1.29313 -1.41092 1.52045  0.229
15 H 0.11755 -2.17979 0.72471  0.245
16 H 0.50307 0.24083 2.19600  0.233
17 H -1.87033 0.97061 1.25346  0.230
18 H -0.59194 2.06724 0.87992  0.212
19 H -1.73111 1.17034 -1.33833  0.241
20 H 0.63964 1.92879 -1.36649  0.230
21 H 0.77537 0.26640 -1.95755  0.224
22 H 1.99436 1.26780 0.47341  0.208

Computed stability ranking, most favorable first: 2, 1